1.
{"formula": "C4H5O3S", "method": "wB97M-V/def2-TZVPD", "e_tot_ev": -21206.58540, "orbital_gap_ev": 6.21, "max_force_ev_per_a": 1.7, "relative_energy_kcal_mol": 40.9, "total_charge": -1, "species": ["C", "C", "C", "C", "O", "O", "O", "S", "H", "H", "H", "H", "H"], "coordinates": [[-0.832131, 0.996950, 0.665745], [0.143211, 0.093550, 0.619364], [-2.691517, -1.293816, 0.304091], [0.910945, -0.608953, -0.476976], [-3.202491, -0.931328, 1.267300], [-2.287002, -1.776912, -0.654333], [0.641408, -0.344385, 1.894788], [-1.489473, 1.503576, -0.939403], [1.981176, -0.571325, -0.260884], [0.618062, -1.660382, -0.553081], [0.716896, -0.123867, -1.431829], [0.113386, 0.147190, 2.534679], [-2.463068, 2.258379, -0.400665]], "forces_ev_per_a": [[0.0, 0.0, -0.5], [0.1, 0.0, 0.6], [-0.2, 0.0, 0.4], [-0.3, 0.3, 0.4], [-0.5, 0.5, 1.0], [0.7, -0.6, -1.4], [0.4, -0.4, -0.4], [-0.1, 0.1, 0.5], [0.0, 0.0, -0.1], [0.0, 0.0, 0.0], [0.0, 0.0, -0.1], [-0.2, 0.2, -0.2], [0.1, 0.0, -0.3]]}

2.
{"formula": "C4H5O3Yb", "method": "wB97M-V/def2-TZVPD", "e_tot_ev": -41892.01861, "orbital_gap_ev": 6.65, "max_force_ev_per_a": 4.9, "total_charge": 1, "species": ["O", "C", "C", "H", "H", "C", "O", "Yb", "O", "C", "H", "H", "H"], "coordinates": [[-0.274725, -1.158728, 1.918900], [-0.412790, -1.952230, 1.066247], [-0.116859, -2.678828, -0.038399], [-0.931931, -3.352166, -0.334713], [0.929679, -3.012779, -0.063674], [0.075501, 1.226076, -0.353538], [-0.948711, 1.360071, -1.080920], [-0.265687, -0.810230, -1.867519], [0.567200, 2.282832, 0.249303], [-0.201808, 3.496665, 0.263841], [-0.283534, 3.902477, -0.751115], [-1.205796, 3.311539, 0.663686], [0.345726, 4.186158, 0.911946]], "forces_ev_per_a": [[-1.5, -2.9, -2.4], [2.7, 3.2, 2.5], [-1.4, -0.4, 0.0], [0.5, -0.1, 0.0], [-0.4, 0.0, 0.1], [0.7, -0.9, -1.1], [-0.4, -0.8, -0.4], [0.0, 2.1, 1.1], [0.0, -0.5, 0.5], [-0.3, 0.5, -0.1], [0.0, -0.1, 0.3], [0.3, 0.0, -0.1], [-0.1, -0.2, -0.2]]}

3.
{"formula": "C4H5O4Pb", "method": "wB97M-V/def2-TZVPD", "multiplicity": 2, "e_tot_ev": -17662.99665, "orbital_gap_ev": [8.24, 7.23], "max_force_ev_per_a": 5.3, "s2": 0.76, "species": ["O", "C", "O", "O", "Pb", "C", "C", "O", "C", "H", "H", "H", "H", "H"], "coordinates": [[0.660825, 0.508338, 2.224400], [-0.596467, 0.865151, 2.385634], [-0.943315, 1.895145, 2.974235], [-1.426918, 0.130087, 1.661486], [0.102491, -1.100957, 1.102222], [-0.662420, 0.703172, -2.600695], [0.573541, 0.227089, -2.769410], [1.255032, -0.552222, -1.865583], [0.715538, -1.633574, -1.284988], [-0.961136, 1.565276, -3.196076], [-1.408605, 0.225556, -1.963169], [1.211400, 0.474896, -3.618645], [1.475989, -2.349047, -0.950822], [-0.247442, -1.986131, -1.673708]], "forces_ev_per_a": [[1.6, 0.5, 0.9], [-1.4, 5.0, 1.1], [0.6, -2.3, -0.6], [-1.7, 0.0, 0.0], [0.7, -3.4, -0.6], [0.3, -0.5, -0.4], [-0.7, 0.9, 0.1], [0.6, -0.6, -0.8], [-0.3, -0.1, 0.0], [-0.2, -0.6, -0.2], [0.4, 0.6, 0.4], [0.0, 0.4, 0.5], [-0.4, 0.2, -0.3], [0.4, 0.0, 0.0]]}

4.
{"formula": "C4H5OPb", "method": "wB97M-V/def2-TZVPD", "multiplicity": 2, "e_tot_ev": -11503.49995, "orbital_gap_ev": [6.55, 8.35], "max_force_ev_per_a": 3.6, "relative_energy_kcal_mol": 0.0, "s2": 0.78, "total_charge": 2, "species": ["C", "C", "C", "C", "O", "Pb", "H", "H", "H", "H", "H"], "coordinates": [[0.701371, 0.440796, 2.057133], [-0.231405, 0.164376, 1.087307], [0.110583, -0.301317, -0.188606], [-0.860017, -0.265721, -1.224254], [-0.583329, -0.426567, -2.437769], [0.718729, -0.506099, -3.984986], [0.394918, 0.753177, 3.054922], [1.768951, 0.335019, 1.855471], [1.154880, -0.486282, -0.453717], [-1.924274, -0.294256, -0.941381], [-1.250407, 0.586874, 1.175880]], "forces_ev_per_a": [[0.3, -0.3, 0.5], [-0.7, 0.9, -0.9], [-0.3, 0.9, -0.6], [-0.2, -0.9, 3.4], [-0.2, 0.0, -1.2], [0.8, -0.1, -1.4], [0.1, 0.1, -0.3], [-0.3, -0.2, 0.2], [-0.2, -0.2, 0.2], [0.3, 0.5, -0.2], [0.4, -0.8, 0.5]]}

5.
{"formula": "C4H5OZn", "method": "wB97M-V/def2-TZVPD", "e_tot_ev": -54678.52738, "orbital_gap_ev": [5.50, 6.36], "max_force_ev_per_a": 4.6, "relative_energy_kcal_mol": 60.0, "total_charge": 1, "species": ["H", "C", "C", "C", "H", "H", "H", "C", "O", "Zn", "H"], "coordinates": [[-0.279856, 0.995849, -1.365982], [-1.979256, 0.160043, -0.040053], [-0.787273, 0.477144, -0.555247], [-0.964893, 0.490821, 0.951005], [-3.011828, -0.131996, -0.204321], [0.009132, -0.268788, 1.204525], [-0.934338, 1.410108, 1.547536], [1.446532, -0.796103, -0.324515], [2.519887, -0.486616, 0.308009], [3.043362, -0.104534, -1.477630], [0.938536, -1.745932, -0.043328]], "forces_ev_per_a": [[-0.5, -0.4, 0.1], [1.6, -0.8, -1.1], [-2.1, 1.4, -0.5], [4.4, -1.4, 0.4], [0.3, 0.3, 0.1], [-3.2, 1.3, 1.1], [-0.2, -0.4, -0.1], [3.1, -0.2, 1.7], [-3.4, -0.9, 0.0], [0.6, 0.7, -1.9], [-0.5, 0.5, 0.1]]}

6.
{"formula": "C4H6", "method": "wB97M-V/def2-TZVPD", "e_tot_ev": -4243.73943, "orbital_gap_ev": 10.62, "max_force_ev_per_a": 1.5, "relative_energy_kcal_mol": 5.1, "smiles": "C=CC=C", "species": ["C", "C", "C", "C", "H", "H", "H", "H", "H", "H"], "coordinates": [[0.549918, -0.525872, 1.384659], [0.417933, -0.809425, 0.100175], [-0.504103, -0.121594, -0.808917], [-0.553636, 1.193794, -0.947993], [0.035187, 0.214177, 1.988197], [1.293783, -1.089141, 1.956362], [0.975786, -1.634173, -0.318836], [-1.135068, -0.744450, -1.432438], [-1.239589, 1.764253, -1.562898], [0.159789, 1.752431, -0.358311]], "forces_ev_per_a": [[1.0, -0.5, 0.9], [-0.5, 0.3, -0.1], [-0.3, -0.1, -0.6], [0.3, 0.3, 0.5], [-0.3, 0.1, -0.6], [-0.2, 0.1, -0.1], [0.2, -0.1, 0.0], [-0.1, -0.1, 0.0], [0.0, -0.3, -0.1], [0.0, 0.4, 0.0]]}

7.
{"formula": "C4H6", "method": "wB97M-V/def2-TZVPD", "e_tot_ev": -4243.75089, "orbital_gap_ev": 10.24, "max_force_ev_per_a": 2.5, "relative_energy_kcal_mol": 4.8, "smiles": "C=CC=C", "species": ["C", "C", "C", "C", "H", "H", "H", "H", "H", "H"], "coordinates": [[-1.782818, -0.153132, -0.048647], [-0.618722, 0.492206, -0.021322], [0.605654, -0.363435, 0.035401], [1.858272, 0.083497, -0.033215], [-2.765606, 0.383624, 0.057769], [-1.920010, -1.217502, -0.044122], [-0.540815, 1.594458, 0.105372], [0.449040, -1.432283, 0.060244], [1.984924, 1.156205, -0.064383], [2.730082, -0.543639, -0.047098]], "forces_ev_per_a": [[-1.9, 1.6, 0.5], [0.6, -0.9, 0.7], [0.2, 0.6, -0.6], [-0.8, 0.6, 0.2], [1.2, -0.3, -0.4], [0.5, -0.4, -0.2], [0.0, -1.0, -0.3], [-0.3, -0.1, 0.0], [0.4, 0.1, -0.1], [0.1, -0.2, 0.1]]}

8.
{"formula": "C4H61BN4O31", "method": "wB97M-V/def2-TZVPD", "e_tot_ev": -75250.76601, "orbital_gap_ev": 8.69, "max_force_ev_per_a": 0.8, "relative_energy_kcal_mol": 0.0, "species": ["O", "C", "C", "C", "N", "N", "C", "O", "B", "O", "O", "N", "N", "H", "H", "H", "H", "H", "H", "H", "O", "H", "H", "O", "H", "H", "O", "H", "H", "O", "H", "H", "O", "H", "H", "O", "H", "H", "O", "H", "H", "O", "H", "H", "O", "H", "H", "O", "H", "H", "O", "H", "H", "O", "H", "H", "O", "H", "H", "O", "H", "H", "O", "H", "H", "O", "H", "H", "O", "H", "H", "O", "H", "H", "O", "H", "H", "O", "H", "H", "O", "H", "H", "O", "H", "H", "O", "H", "H", "O", "H", "H", "O", "H", "H", "O", "H", "H", "O", "H", "H"], "coordinates": [[2.861803, -0.462565, 1.425269], [2.449251, 0.781166, 0.838689], [1.305086, 0.516513, -0.131200], [-0.010693, 1.007796, 0.344670], [-0.289804, 0.809505, 1.628213], [-1.480475, 1.169838, 2.057936], [-2.308908, 1.700360, 1.182305], [-3.541455, 2.020278, 1.612024], [-4.559684, 1.135818, 1.289569], [-5.869958, 1.529752, 1.453923], [-4.222417, -0.102906, 0.874442], [-2.025903, 1.947070, -0.086615], [-0.844824, 1.596385, -0.518629], [3.303256, -0.248655, 2.263078], [2.170769, 1.474913, 1.624351], [3.279391, 1.204911, 0.278682], [1.516707, 0.948070, -1.104422], [1.184081, -0.557519, -0.282251], [-6.290044, 1.635608, 0.596920], [-4.865464, -0.751533, 1.221674], [4.245582, 2.753699, 2.461413], [3.958271, 3.658319, 2.306958], [5.169173, 2.820572, 2.737955], [3.053379, 2.283742, -2.508828], [2.410548, 2.939026, -2.803323], [3.461328, 1.960581, -3.317609], [5.138388, -0.457442, 2.987350], [5.540130, -0.822991, 2.182602], [5.841753, -0.456139, 3.643219], [5.933542, -3.134319, 3.216066], [5.307228, -2.846406, 3.889213], [5.409222, -3.645731, 2.593085], [-6.084901, -1.158040, 2.448007], [-6.440652, -1.791564, 3.088284], [-6.434184, -0.292600, 2.688719], [1.037716, 3.751320, -4.466076], [0.252677, 3.419758, -4.916827], [0.798453, 4.648910, -4.210040], [1.989586, 2.400158, -6.915267], [1.364644, 1.663528, -6.846787], [1.887339, 2.861768, -6.073804], [4.325033, 2.327196, -8.542414], [3.599869, 2.316392, -7.896283], [5.093357, 2.000426, -8.062740], [0.202710, 0.258329, -5.691580], [-0.325145, 0.596391, -4.959093], [-0.384799, -0.376723, -6.123975], [-2.312314, -0.457284, -7.317408], [-3.223546, -0.166170, -7.417507], [-1.987686, -0.545929, -8.219399], [0.837487, -1.126057, 3.764581], [0.220163, -0.453538, 3.457817], [1.298765, -1.383397, 2.955365], [-3.010152, 1.678179, 4.745469], [-3.614725, 2.399431, 4.533927], [-2.608087, 1.460038, 3.891644], [0.939158, 4.424423, -9.056740], [1.337718, 3.634755, -8.668249], [0.300628, 4.097210, -9.695841], [0.771555, -2.778390, -4.317107], [0.604278, -1.834322, -4.429760], [1.440452, -2.980910, -4.978086], [-6.459646, -3.814607, 3.137520], [-5.672993, -3.718363, 2.583926], [-6.659448, -4.755462, 3.103849], [1.190775, 3.761059, 2.156155], [0.544661, 3.064485, 2.013000], [0.974062, 4.133200, 3.016674], [5.082994, -1.955086, 0.612319], [4.210945, -1.530912, 0.552785], [5.497112, -1.839060, -0.247922], [-8.706698, -3.323643, 0.983438], [-8.547564, -3.464374, 0.043424], [-7.828474, -3.219771, 1.366061], [-7.852693, -2.045135, -1.696078], [-8.381881, -1.242226, -1.691949], [-6.938434, -1.748135, -1.724492], [-5.623655, 0.810600, 5.850951], [-5.897411, 0.467843, 4.997224], [-4.668183, 0.922957, 5.762151], [1.226533, -1.977067, 7.003127], [0.349991, -1.627045, 6.815896], [1.664777, -1.925653, 6.145787], [-2.799458, -1.520649, 4.207473], [-2.843371, -0.565283, 4.316878], [-2.077544, -1.686372, 3.591036], [5.793190, -2.385868, 6.121510], [5.242616, -2.800145, 6.793316], [6.697518, -2.544009, 6.407180], [-3.624755, -4.257436, 3.946418], [-4.271309, -4.714041, 4.491588], [-3.685854, -3.328598, 4.209998], [-0.277712, -1.525852, -1.888344], [0.133486, -2.262018, -2.362674], [-0.849494, -1.943883, -1.237380], [4.925036, -0.566123, -7.762580], [4.274946, 0.077222, -8.072346], [5.306692, -0.920452, -8.571331], [7.067498, 2.037713, 2.739801], [6.564087, 1.298788, 2.372255], [7.815047, 1.632418, 3.187826]], "forces_ev_per_a": [[-0.4, 0.1, 0.2], [0.1, -0.4, -0.2], [0.1, 0.1, -0.1], [0.3, -0.3, 0.0], [-0.6, 0.2, 0.2], [0.0, 0.0, 0.3], [0.0, -0.2, 0.1], [0.1, 0.4, -0.2], [-0.2, -0.3, 0.0], [0.2, 0.5, 0.2], [0.4, -0.2, 0.0], [0.1, 0.1, -0.4], [-0.3, 0.2, 0.0], [0.3, -0.1, -0.1], [0.1, 0.1, 0.0], [0.1, 0.1, 0.1], [-0.1, 0.0, -0.1], [0.2, 0.0, 0.0], [-0.4, -0.1, 0.1], [-0.1, -0.1, -0.2], [0.1, 0.0, 0.0], [-0.1, 0.0, 0.0], [0.0, 0.0, 0.1], [0.0, 0.0, 0.1], [0.0, -0.1, -0.1], [0.0, 0.0, 0.0], [0.3, 0.7, -0.1], [-0.2, -0.5, 0.1], [-0.2, -0.2, 0.2], [0.1, -0.4, 0.1], [0.1, 0.0, 0.1], [0.0, 0.2, -0.2], [-0.2, 0.0, 0.3], [0.0, -0.1, -0.1], [-0.1, 0.0, -0.2], [-0.1, -0.1, 0.0], [-0.1, 0.0, 0.1], [0.1, 0.1, -0.1], [-0.3, -0.2, -0.1], [0.1, -0.1, 0.1], [0.2, 0.3, 0.0], [-0.1, -0.3, 0.0], [0.0, 0.2, 0.0], [0.0, 0.1, 0.0], [0.0, -0.2, 0.1], [0.0, 0.0, 0.0], [-0.2, 0.2, -0.1], [0.1, 0.0, -0.1], [0.0, 0.0, 0.1], [0.0, 0.0, 0.0], [-0.2, -0.3, 0.0], [0.2, 0.2, 0.0], [0.1, 0.1, 0.0], [-0.1, -0.1, -0.2], [0.0, 0.0, 0.1], [0.2, 0.1, 0.0], [-0.1, -0.1, 0.0], [0.1, 0.1, 0.1], [0.0, 0.0, 0.0], [-0.1, 0.1, 0.0], [0.1, 0.1, -0.1], [0.1, -0.1, 0.1], [0.0, 0.1, -0.3], [0.2, -0.2, 0.3], [-0.1, 0.0, 0.1], [0.0, 0.2, -0.1], [0.0, 0.0, 0.1], [0.0, -0.1, 0.0], [0.2, 0.0, -0.2], [-0.1, 0.1, 0.2], [0.0, 0.0, 0.0], [0.0, -0.2, 0.0], [0.0, 0.2, 0.0], [-0.1, 0.0, 0.1], [0.1, -0.1, -0.1], [0.0, 0.0, 0.1], [0.0, 0.0, 0.0], [0.0, 0.1, 0.0], [0.0, -0.1, 0.0], [0.0, -0.1, 0.0], [0.1, 0.0, -0.1], [0.0, 0.0, 0.0], [-0.1, 0.0, 0.0], [-0.1, -0.1, -0.1], [-0.1, 0.0, 0.1], [0.1, 0.0, 0.1], [-0.1, 0.1, 0.0], [0.0, 0.0, 0.0], [0.0, -0.1, -0.1], [-0.1, 0.0, -0.2], [0.0, 0.0, 0.1], [0.2, 0.1, 0.1], [0.0, -0.1, 0.0], [0.0, 0.0, 0.0], [-0.1, 0.0, 0.0], [-0.1, 0.0, 0.0], [0.1, 0.0, -0.1], [0.0, 0.0, 0.0], [0.0, -0.1, -0.1], [-0.1, 0.0, 0.1], [0.0, 0.1, 0.0]]}

9.
{"formula": "C4H6AgMgO", "method": "wB97M-V/def2-TZVPD", "e_tot_ev": -15725.16157, "orbital_gap_ev": 3.57, "max_force_ev_per_a": 2.0, "total_charge": 1, "species": ["C", "C", "H", "H", "H", "H", "Ag", "O", "C", "C", "Mg", "H", "H"], "coordinates": [[0.799894, 1.342916, 0.025259], [1.949923, 0.629542, 0.212299], [0.322293, 1.818630, 0.886354], [0.421008, 1.561935, -0.978470], [2.449232, 0.625766, 1.186725], [2.466627, 0.173721, -0.640565], [3.180818, 3.197364, -0.459410], [-2.023577, -2.615416, 1.024736], [-2.418039, -1.624557, 0.200357], [-1.509785, -0.918942, -0.527543], [-0.220507, -2.450021, 0.250275], [-1.904818, -0.236400, -1.287302], [-3.513069, -1.504537, 0.107285]], "forces_ev_per_a": [[1.3, 0.5, 0.0], [0.3, 1.7, -0.5], [-0.1, -0.2, -0.4], [-0.2, -0.6, 0.5], [-0.4, -0.5, -0.2], [-0.3, -0.1, 0.4], [-0.6, -0.7, 0.2], [0.1, 0.1, -0.2], [1.0, -0.8, 0.2], [-0.2, -0.2, -0.1], [-1.8, 0.8, -0.1], [0.5, -0.1, 0.2], [0.4, 0.1, 0.2]]}

10.
{"formula": "C4H6B3NO12S", "method": "wB97M-V/def2-TZVPD", "e_tot_ev": -43176.89507, "orbital_gap_ev": 6.53, "max_force_ev_per_a": 3.3, "species": ["N", "B", "O", "S", "O", "B", "O", "O", "H", "H", "H", "H", "H", "H", "B", "O", "C", "O", "C", "O", "O", "O", "C", "O", "C", "O", "O"], "coordinates": [[1.125148, 3.376542, -0.918814], [0.353562, 2.325786, -1.562146], [0.771661, 1.153090, -2.002551], [-1.539222, 2.727991, -1.759281], [-2.387681, 1.367493, -1.624384], [-3.806165, 1.595151, -1.445357], [-4.371636, 2.584544, -2.201649], [-4.473124, 0.848315, -0.543802], [1.090510, 4.234026, -1.472963], [0.686507, 3.589434, -0.022280], [1.173448, 1.219075, -2.882889], [-1.901973, 3.482540, -0.701093], [-4.776242, 3.288149, -1.681647], [-4.122248, -0.054821, -0.532681], [1.712470, -2.449016, 1.493363], [2.685245, -2.832567, 2.523060], [2.029896, -3.301802, 3.582964], [2.525884, -3.698660, 4.594061], [0.525620, -3.237775, 3.274535], [-0.362604, -3.574388, 3.999733], [0.380502, -2.735244, 2.050505], [1.839488, -1.009864, 1.140028], [2.104159, -0.913432, -0.146299], [2.250803, 0.113512, -0.754169], [2.167965, -2.324700, -0.742252], [2.380502, -2.584291, -1.893086], [1.937526, -3.189088, 0.229093]], "forces_ev_per_a": [[-1.4, 0.1, -0.7], [1.7, -0.3, 1.4], [-2.1, 1.6, -1.9], [-0.4, -0.2, -0.9], [-0.3, 0.4, 0.4], [-0.3, -0.1, -0.2], [0.7, 0.4, 0.7], [0.3, -0.4, -0.8], [0.4, 0.1, 0.2], [0.4, 0.2, 0.1], [0.6, -0.8, 0.3], [0.2, -0.3, 0.3], [-0.6, -0.1, -0.3], [0.0, 0.1, 0.7], [0.0, -0.2, 0.2], [-0.4, 0.0, 0.0], [0.5, 0.0, 0.1], [-0.1, 0.0, 0.0], [-0.5, 0.0, -0.1], [0.1, 0.0, 0.0], [0.3, 0.0, 0.0], [0.0, -0.2, -0.2], [0.1, 0.4, 0.3], [1.0, -0.6, 0.7], [0.0, -0.5, -0.2], [0.0, 0.1, 0.0], [0.0, 0.4, 0.1]]}